Entry 1:
Entry from OMol25: 2 unconnected molecules or ions with the total composition C6H14O (ωB97M-V/def2-TZVPD).

Cartesian coordinates (Å):
C1 1.19 -1.09 1.23
C2 0.44 -2.32 0.71
C3 -0.85 -1.70 0.17
C4 -0.34 -0.48 -0.61
C5 0.91 0.00 0.17
H1 2.26 -1.27 1.39
H2 0.77 -0.80 2.19
H3 1.00 -2.77 -0.12
H4 0.28 -3.09 1.47
H5 -1.47 -1.37 1.01
H6 -1.45 -2.38 -0.44
H7 -0.04 -0.79 -1.62
H8 -1.12 0.28 -0.73
H9 0.80 0.98 0.66
H10 1.77 0.12 -0.50
C6 -0.62 2.97 -1.13
O1 -1.39 2.48 -0.05
H11 0.07 2.21 -1.52
H12 -0.04 3.86 -0.85
H13 -1.32 3.23 -1.92
H14 -0.81 1.94 0.51

Results
Energy above the lowest of the compared OMol25 structures with the same formula, charge and spin: 76.58 kJ/mol
HOMO level: -10.3261 eV

These are the natural (NBO) partial charges, in e, on atoms 1 to 4: number 1, C, carries -0.40; number 2, C, carries -0.40; number 3, C, carries -0.40; number 4, C, carries -0.43

***

Entry 2:
Entry from OMol25: 6 unconnected molecules or ions with the total composition C19H47BIN7O8PS (ωB97M-V/def2-TZVPD).

Cartesian coordinates (Å):
N1 5.32 -1.64 2.50
P1 5.02 -0.22 1.96
C1 3.52 -0.21 0.91
C2 3.28 1.01 -0.03
B1 3.82 2.42 0.53
O1 5.05 2.84 0.10
O2 3.10 3.22 1.41
C3 1.75 0.93 -0.16
I1 0.81 2.39 -1.29
C4 1.33 0.81 1.29
S1 -0.39 0.52 1.70
N2 2.22 -0.35 1.70
O3 2.38 -0.44 3.08
H1 5.37 -1.66 3.51
H2 4.82 0.77 2.94
H3 5.95 0.30 1.04
H4 3.59 -1.11 0.30
H5 3.77 0.86 -0.99
H6 5.69 3.01 0.79
H7 3.47 3.11 2.29
H8 1.58 -0.07 -0.59
H9 1.65 1.62 1.92
H10 -0.61 1.77 2.08
H11 1.75 -1.19 1.35
H12 2.54 -1.37 3.29
C5 -1.32 -0.50 -4.58
O4 -1.02 -0.97 -3.49
N3 -2.06 0.60 -4.76
C6 -2.37 1.12 -6.07
C7 -2.57 1.28 -3.58
H13 -0.99 -0.96 -5.53
H14 -1.99 2.14 -6.18
H15 -3.45 1.14 -6.22
H16 -1.92 0.50 -6.84
H17 -1.73 1.56 -2.94
H18 -3.21 0.60 -3.02
H19 -3.14 2.15 -3.87
C8 -6.18 -0.83 -3.35
O5 -5.50 0.13 -3.68
N4 -5.93 -2.09 -3.72
C9 -6.78 -3.20 -3.32
C10 -4.76 -2.35 -4.54
H20 -7.08 -0.73 -2.73
H21 -6.21 -3.92 -2.73
H22 -7.19 -3.70 -4.20
H23 -7.62 -2.84 -2.71
H24 -3.85 -2.03 -4.03
H25 -4.83 -1.80 -5.48
H26 -4.70 -3.42 -4.75
C11 5.78 7.63 0.01
O6 6.43 8.62 0.25
N5 4.47 7.49 0.31
C12 3.74 6.27 0.02
C13 3.78 8.60 0.95
H27 6.20 6.73 -0.47
H28 2.91 6.49 -0.66
H29 3.34 5.84 0.94
H30 4.40 5.55 -0.46
H31 3.83 9.49 0.32
H32 4.26 8.84 1.90
H33 2.74 8.33 1.12
C14 6.88 -3.60 5.07
O7 5.94 -4.04 5.70
N6 7.89 -2.88 5.59
C15 8.98 -2.38 4.79
C16 7.87 -2.60 7.02
H34 6.99 -3.76 3.98
H35 9.93 -2.78 5.14
H36 9.03 -1.29 4.83
H37 8.83 -2.68 3.75
H38 7.87 -3.53 7.59
H39 6.97 -2.05 7.29
H40 8.74 -2.02 7.28
C17 -9.48 -3.91 -0.65
O8 -9.42 -3.39 -1.75
N7 -10.55 -4.55 -0.17
C18 -10.56 -5.16 1.15
C19 -11.73 -4.64 -1.00
H41 -8.62 -3.89 0.05
H42 -10.74 -6.23 1.07
H43 -11.34 -4.72 1.77
H44 -9.60 -5.00 1.63
H45 -11.51 -5.15 -1.94
H46 -12.10 -3.64 -1.25
H47 -12.51 -5.19 -0.47

Results
Charge: +1
HOMO level: -10.4521 eV

These are the Löwdin partial charges, in e, on atoms 1 to 4: number 1, N, carries -0.26; number 2, P, carries 0.77; number 3, C, carries -0.29; number 4, C, carries -0.22

***

Entry 3:
Entry from OMol25: a molecular structure, C11H14BN7PdS (ωB97M-V/def2-TZVPD).

Cartesian coordinates (Å):
C1 -0.22 3.07 -0.64
N1 0.10 1.89 -1.19
N2 0.26 2.07 -2.58
C2 0.12 3.38 -2.85
C3 -0.20 4.02 -1.66
B1 0.45 0.86 -3.57
N3 1.55 -0.02 -2.90
N4 1.38 -0.53 -1.62
C4 2.33 -1.46 -1.40
C5 3.11 -1.57 -2.56
C6 2.59 -0.66 -3.49
Pd1 -0.23 0.01 -0.43
N5 -0.88 -0.03 -3.50
N6 -1.19 -0.45 -2.21
C7 -2.36 -1.11 -2.22
C8 -2.78 -1.22 -3.53
C9 -1.84 -0.53 -4.32
H1 -2.82 -1.41 -1.29
H2 -1.84 -0.36 -5.38
H3 -3.68 -1.72 -3.85
H4 0.76 1.22 -4.66
H5 2.83 -0.44 -4.52
H6 0.23 3.78 -3.86
H7 3.93 -2.24 -2.70
H8 -0.42 5.06 -1.54
H9 2.36 -2.02 -0.47
H10 -0.50 3.18 0.40
H11 -0.22 -1.96 0.83
C10 -0.25 -3.01 1.26
H12 -0.20 -3.77 0.45
H13 0.57 -3.17 2.02
H14 -1.21 -3.16 1.76
S1 -0.06 1.04 3.90
C11 -0.61 0.72 2.44
N7 -1.09 0.53 1.34

Results
Charge: +4
Energy above the lowest of the compared OMol25 structures with the same formula, charge and spin: 0.00 kJ/mol
HOMO level (alpha / beta): -22.6035 / -22.4776 eV
Multiplicity: 5
Expectation value of S²: 6.0516

These are the natural (NBO) partial charges, in e, on atoms 1 to 4: number 1, C, carries 0.09; number 2, N, carries -0.22; number 3, N, carries -0.25; number 4, C, carries 0.16

***

Entry 4:
Entry from OMol25: C8H11PS2 in the gas phase (ωB97M-V/def2-TZVPD).

Cartesian coordinates (Å):
C1 0.91 1.57 -3.87
S1 -0.04 1.64 -2.30
C2 -0.07 0.06 -1.68
S2 0.88 -1.16 -2.15
P1 -1.27 -0.02 0.23
C3 -1.69 -1.76 -0.07
C4 0.21 -0.34 1.34
C5 -0.50 -0.58 2.71
C6 0.05 0.33 3.55
C7 0.91 1.27 2.79
C8 0.91 0.93 1.52
H1 0.79 0.54 -4.12
H2 1.97 1.70 -3.85
H3 0.28 2.25 -4.48
H4 -2.84 -1.89 -0.02
H5 -1.06 -2.53 0.51
H6 -1.43 -1.91 -1.15
H7 0.78 -1.23 1.20
H8 -1.20 -1.37 2.91
H9 -0.13 0.65 4.58
H10 1.30 2.18 3.16
H11 1.38 1.27 0.64

Results
Energy above the lowest of the compared OMol25 structures with the same formula, charge and spin: 245.34 kJ/mol
HOMO level: -8.0807 eV

These are the natural (NBO) partial charges, in e, on atoms 1 to 4: number 1, C, carries -0.75; number 2, S, carries 0.36; number 3, C, carries -0.60; number 4, S, carries -0.04

***

Entry 5:
Entry from OMol25: a molecular structure, C40H33FN6O2ScSe (ωB97M-V/def2-TZVPD).

Cartesian coordinates (Å):
Sc1 -0.02 0.08 -0.59
C1 2.60 2.55 -0.88
C2 3.74 2.13 0.03
C3 3.83 3.05 1.25
C4 3.87 0.64 0.38
C5 5.16 0.14 0.33
C6 5.45 -1.18 0.63
C7 4.43 -2.03 1.00
C8 3.11 -1.58 1.08
C9 2.07 -2.60 1.49
C10 1.15 -2.96 0.33
C11 1.28 -2.25 2.76
C12 2.83 -0.23 0.77
N1 1.48 0.26 0.86
C13 1.22 1.07 1.94
C14 1.92 1.13 3.15
C15 1.53 2.00 4.16
C16 0.44 2.85 4.01
C17 -0.30 2.81 2.83
C18 0.13 1.93 1.88
F1 -0.61 1.81 0.67
H1 2.77 3.58 -1.20
H2 1.63 2.53 -0.38
H3 2.57 1.93 -1.78
H4 4.65 2.32 -0.55
H5 2.89 3.11 1.79
H6 4.09 4.06 0.93
H7 4.60 2.71 1.95
H8 5.96 0.80 0.03
H9 6.47 -1.54 0.57
H10 4.64 -3.06 1.23
H11 2.64 -3.50 1.73
H12 0.80 -2.05 -0.16
H13 0.28 -3.53 0.65
H14 1.68 -3.52 -0.45
H15 0.65 -1.38 2.61
H16 1.96 -2.04 3.59
H17 0.65 -3.09 3.05
H18 2.79 0.50 3.28
H19 2.10 2.02 5.08
H20 0.16 3.53 4.80
H21 -1.16 3.44 2.65
O1 1.63 0.79 -4.22
C19 0.93 0.78 -3.24
O2 1.06 -0.01 -2.20
C20 -0.27 1.71 -3.13
C21 -0.52 2.66 -4.12
C22 -1.63 3.45 -4.00
C23 -2.51 3.25 -2.91
C24 -3.70 4.00 -2.76
C25 -4.55 3.74 -1.72
C26 -4.24 2.73 -0.79
C27 -3.09 2.00 -0.90
C28 -2.19 2.26 -1.96
N2 -1.04 1.52 -2.07
H22 0.18 2.75 -4.95
H23 -1.86 4.21 -4.74
H24 -3.93 4.76 -3.49
H25 -5.46 4.31 -1.61
H26 -4.93 2.52 0.02
H27 -2.87 1.22 -0.19
Se1 -4.96 -6.21 0.06
N3 -4.40 -4.95 1.19
C29 -3.67 -4.12 0.51
C30 -3.04 -2.93 1.09
C31 -3.19 -2.59 2.43
C32 -2.56 -1.46 2.90
C33 -1.80 -0.70 2.02
N4 -1.65 -1.01 0.73
C34 -2.26 -2.12 0.27
C35 -2.08 -2.43 -1.15
N5 -1.30 -1.58 -1.85
C36 -1.12 -1.82 -3.14
C37 -1.70 -2.91 -3.80
C38 -2.48 -3.78 -3.09
C39 -2.68 -3.54 -1.73
C40 -3.49 -4.42 -0.89
N6 -4.08 -5.49 -1.32
H28 -3.79 -3.22 3.08
H29 -2.65 -1.15 3.93
H30 -1.29 0.18 2.38
H31 -0.48 -1.15 -3.68
H32 -1.51 -3.05 -4.86
H33 -2.94 -4.65 -3.55

Results
Charge: +1
Energy above the lowest of the compared OMol25 structures with the same formula, charge and spin: 0.00 kJ/mol
HOMO level: -10.1547 eV

These are the Löwdin partial charges, in e, on atoms 1 to 4: number 1, Sc, carries 1.08; number 2, C, carries -0.04; number 3, C, carries -0.34; number 4, C, carries -0.04

***

Entry 6:
Entry from OMol25: 3 unconnected molecules or ions with the total composition C2H6Cl2NO3 (ωB97M-V/def2-TZVPD).

Cartesian coordinates (Å):
O1 -2.29 -0.40 -2.39
H1 -2.11 0.28 -1.73
C1 -0.32 -1.21 0.72
N1 0.12 -2.48 0.02
O2 0.89 -3.19 0.68
O3 -0.30 -2.74 -1.06
H2 0.53 -0.80 1.22
H3 -1.05 -1.58 1.45
H4 -0.87 -0.68 -0.07
C2 1.17 2.68 0.21
Cl1 1.34 1.72 1.70
Cl2 -0.03 2.00 -0.91
H5 0.81 3.67 0.47
H6 2.12 2.72 -0.31

Results
Charge: -1
Energy above the lowest of the compared OMol25 structures with the same formula, charge and spin: 0.00 kJ/mol
HOMO level: -2.2981 eV

These are the natural (NBO) partial charges, in e, on atoms 1 to 4: number 1, O, carries -1.34; number 2, H, carries 0.36; number 3, C, carries -0.51; number 4, N, carries 0.53